1.
The following is a DFT calculation (wB97M-V/def2-TZVPD) of C7H16FO4Pb as an isolated structure at a distorted geometry.

Computed properties:
**Molar mass**: 390.4 g/mol
**Lowest unoccupied orbital energy**: -0.1625 hartree
**E_tot**: -869.47062 Eh
**Highest occupied orbital energy**: -9.118 eV

Geometry as ORCA input:
```
! wB97M-V def2-TZVPD RIJCOSX def2/J DEFGRID3
* xyz 1 1
F 2.789 0.911 -3.867
C -1.587 0.975 -2.065
O -0.629 0.525 -1.108
C 0.572 1.359 -0.879
C 1.711 0.401 -0.591
O 1.255 -0.434 0.481
C 1.275 -1.846 0.274
C 0.443 -2.452 1.377
O -0.816 -1.765 1.404
C -1.826 -2.421 2.172
H -2.363 0.205 -2.122
H -2.023 1.938 -1.769
H -1.097 1.083 -3.039
H 0.770 2.132 -1.662
H 2.604 0.946 -0.264
H 1.944 -0.199 -1.477
H 2.303 -2.228 0.318
H 0.839 -2.074 -0.710
H 0.926 -2.341 2.358
H 0.274 -3.517 1.171
H -2.724 -1.798 2.129
H -2.035 -3.404 1.732
H -1.488 -2.532 3.211
O 0.268 1.959 0.381
C -0.105 3.339 0.384
Pb -0.697 0.197 0.980
H -0.315 3.604 1.424
H 0.727 3.937 -0.004
H -0.996 3.502 -0.235
*
```

And the natural (NBO) charges, in e, turn out to be:
1. F -0.9771
2. C -0.2669
3. O -0.6318
4. C 0.3157
5. C -0.1352
6. O -0.6093
7. C -0.1068
8. C -0.1137
9. O -0.6464
10. C -0.2680
11. H 0.2224
12. H 0.1918
13. H 0.2540
14. H 0.2976
15. H 0.2585
16. H 0.3004
17. H 0.2535
18. H 0.2222
19. H 0.2170
20. H 0.2398
21. H 0.2226
22. H 0.2216
23. H 0.2143
24. O -0.6286
25. C -0.2652
26. Pb 1.5622
27. H 0.2281
28. H 0.2304
29. H 0.1968

---

2.
The following is a DFT calculation (wB97M-V/def2-TZVPD) of C7H16N as an isolated structure at a distorted geometry.

Computed properties:
**Molar mass**: 114.2 g/mol
**Lowest unoccupied orbital energy (spin up / spin down)**: -0.0049 / -0.0351 hartree
**Relative energy (zero: lowest compared OMol25 entry of this formula, charge and spin)**: 521.79 kJ/mol
**E_tot**: -330.79132 Eh
**Highest occupied orbital energy (spin up / spin down)**: -7.540 / -7.827 eV

Geometry as ORCA input:
```
! wB97M-V def2-TZVPD RIJCOSX def2/J DEFGRID3
* xyz 0 2
C 0.412 0.414 1.823
C -0.969 -0.217 1.588
C -1.112 -1.049 0.412
C -0.031 -1.818 -0.199
C 2.561 0.323 -2.059
C 1.264 0.027 -1.356
C 0.945 -1.250 -1.009
N -2.294 1.899 0.967
H 0.678 0.893 0.886
H 0.379 1.121 2.646
H 1.122 -0.395 1.980
H -1.334 -0.660 2.517
H -1.352 -0.185 -0.610
H -2.028 -1.649 0.373
H -0.272 -2.865 -0.345
H -1.723 0.369 -1.170
H 3.348 -0.267 -1.593
H 2.863 1.368 -2.066
H 2.456 -0.090 -3.074
H 0.524 0.818 -1.357
H 1.704 -1.981 -1.327
H -1.728 0.805 1.467
H -3.139 2.131 1.479
H -2.273 2.260 0.025
*
```

And the natural (NBO) charges, in e, turn out to be:
1. C -0.6246
2. C -0.3351
3. C -0.2674
4. C -0.1521
5. C -0.6590
6. C -0.1255
7. C -0.2785
8. N -1.0404
9. H 0.2157
10. H 0.2229
11. H 0.2150
12. H 0.2349
13. H 0.0246
14. H 0.2242
15. H 0.2067
16. H 0.0309
17. H 0.2168
18. H 0.2243
19. H 0.2258
20. H 0.2048
21. H 0.1956
22. H 0.3246
23. H 0.3531
24. H 0.3630

---

3.
The following is a DFT calculation (wB97M-V/def2-TZVPD) of an isolated ion of composition C7H16N and charge +2 at a distorted geometry.

Computed properties:
**Molar mass**: 114.2 g/mol
**Lowest unoccupied orbital energy (spin up / spin down)**: -0.2838 / -0.4120 hartree
**Relative energy (zero: lowest compared OMol25 entry of this formula, charge and spin)**: 82.18 kJ/mol
**E_tot**: -330.35316 Eh
**Highest occupied orbital energy (spin up / spin down)**: -18.614 / -19.242 eV

Geometry as ORCA input:
```
! wB97M-V def2-TZVPD RIJCOSX def2/J DEFGRID3
* xyz 2 2
C -0.869 -1.380 1.213
C -1.502 -1.471 -0.212
C -1.251 -0.313 -1.232
C -0.374 0.889 -0.868
C 1.086 0.692 -0.738
C 1.942 1.793 -0.568
C 3.378 1.861 -0.539
N -1.950 -1.530 2.255
H -0.137 -2.160 1.328
H -0.448 -0.395 1.372
H -1.138 -2.385 -0.685
H -2.566 -1.670 -0.073
H -2.250 0.064 -1.419
H -0.839 -0.693 -2.167
H -0.659 1.346 0.100
H -0.571 1.641 -1.628
H 1.499 -0.274 -1.030
H 1.468 2.776 -0.541
H 3.870 0.943 -0.653
H 3.695 2.442 -1.424
H 3.798 2.425 0.300
H -1.598 -1.724 3.195
H -2.550 -0.720 2.269
H -2.501 -2.370 2.049
*
```

And the natural (NBO) charges, in e, turn out to be:
1. C -0.2255
2. C -0.4361
3. C -0.4082
4. C -0.5118
5. C 0.0866
6. C 0.1470
7. C -0.7264
8. N -0.6641
9. H 0.2501
10. H 0.2082
11. H 0.2562
12. H 0.2275
13. H 0.2531
14. H 0.2433
15. H 0.2571
16. H 0.3127
17. H 0.2333
18. H 0.2296
19. H 0.2555
20. H 0.3313
21. H 0.3217
22. H 0.4586
23. H 0.4485
24. H 0.4517

---

4.
The following is a DFT calculation (wB97M-V/def2-TZVPD) of a 2-piece molecular cluster, C7H16N2Si overall at a distorted geometry.

Computed properties:
**Molar mass**: 156.3 g/mol
**SMILES string**: C/C=N/[Si](C)(C)C.C=C=N
**Lowest unoccupied orbital energy**: 0.0301 hartree
**Relative energy (zero: lowest compared OMol25 entry of this formula, charge and spin)**: 73.81 kJ/mol
**E_tot**: -675.24414 Eh
**Highest occupied orbital energy**: -8.746 eV

Geometry as ORCA input:
```
! wB97M-V def2-TZVPD RIJCOSX def2/J DEFGRID3
* xyz 0 1
C -2.471 -2.857 0.357
C 2.024 -1.869 1.714
C 1.435 2.358 -0.833
C -1.321 1.539 0.770
C -0.820 0.249 -1.971
C -1.335 -2.431 0.536
C 1.777 -0.555 0.955
N -3.597 -3.268 0.235
N 0.707 -0.405 0.194
Si 0.087 1.031 -0.562
H 2.083 -1.507 2.735
H 1.300 -2.627 1.388
H 2.976 -2.349 1.392
H 1.596 2.688 -1.781
H 1.205 3.150 -0.155
H 2.404 1.919 -0.552
H -1.202 2.609 1.133
H -2.291 1.421 0.288
H -1.323 0.880 1.588
H -1.671 -0.292 -1.404
H -1.409 0.891 -2.660
H -0.348 -0.583 -2.539
H -0.569 -2.937 0.068
H -1.103 -1.494 1.042
H -3.866 -3.911 0.899
H 2.478 0.314 0.986
*
```

And the natural (NBO) charges, in e, turn out to be:
1. C 0.4138
2. C -0.6857
3. C -1.0978
4. C -1.0564
5. C -1.1514
6. C -0.6421
7. C 0.1770
8. N -0.6471
9. N -0.8845
10. Si 1.7271
11. H 0.2313
12. H 0.2376
13. H 0.2257
14. H 0.2380
15. H 0.2371
16. H 0.2312
17. H 0.2261
18. H 0.2297
19. H 0.2258
20. H 0.2545
21. H 0.2394
22. H 0.2518
23. H 0.2377
24. H 0.2691
25. H 0.3638
26. H 0.1483

---

5.
The following is a DFT calculation (wB97M-V/def2-TZVPD) of an isolated ion of composition C7H16N4O and charge +2 at a distorted geometry.

Computed properties:
**Molar mass**: 172.2 g/mol
**SMILES string**: CN(C)[N@+]1(C)CC/C1=N/C(=[NH2+])O
**Lowest unoccupied orbital energy**: -0.2917 hartree
**Relative energy (zero: lowest compared OMol25 entry of this formula, charge and spin)**: 226.85 kJ/mol
**E_tot**: -569.82879 Eh
**Highest occupied orbital energy**: -17.101 eV

Geometry as ORCA input:
```
! wB97M-V def2-TZVPD RIJCOSX def2/J DEFGRID3
* xyz 2 1
C -0.551 -0.754 0.671
C -1.687 -1.994 -1.155
C 1.632 1.794 -1.055
C 2.242 -0.261 -0.035
C -0.970 1.711 -0.036
C -0.219 -0.608 2.102
C 0.320 0.815 1.863
N -1.136 -1.533 -0.021
N -2.975 -2.015 -1.533
N 1.121 0.536 -0.553
N 0.020 0.718 0.294
O -0.869 -2.543 -1.966
H 0.975 2.395 -1.641
H 1.939 2.391 -0.142
H 2.447 1.483 -1.787
H 2.835 0.197 0.936
H 1.975 -1.258 0.347
H 2.989 -0.605 -0.780
H -0.650 2.781 0.134
H -1.310 1.514 -1.146
H -1.840 1.607 0.717
H 0.610 -1.166 2.598
H -1.143 -0.783 2.744
H -0.366 1.540 2.346
H 1.417 0.988 2.100
H -3.641 -1.708 -0.825
H -3.217 -2.545 -2.308
H 0.053 -2.696 -1.868
*
```

And the natural (NBO) charges, in e, turn out to be:
1. C 0.6650
2. C 0.8369
3. C -0.4452
4. C -0.4831
5. C -0.4622
6. C -0.5613
7. C -0.2260
8. N -0.4580
9. N -0.6911
10. N -0.2802
11. N -0.1207
12. O -0.5916
13. H 0.2342
14. H 0.1967
15. H 0.2656
16. H 0.2156
17. H 0.2150
18. H 0.2816
19. H 0.2861
20. H 0.2582
21. H 0.2547
22. H 0.3159
23. H 0.3068
24. H 0.2567
25. H 0.2712
26. H 0.4460
27. H 0.4581
28. H 0.5551